No. 1
This record from OMol25 describes the molecule C4H8NOP. The level of theory is wB97M-V/def2-TZVPD.

Output
- SMILES = [H]/N=C1/CCCP1O
- LUMO energy (eV) = 0.640
- highest occupied orbital energy (eV) = -8.870
- Kohn-Sham gap (eV) = 9.5
- DFT total energy (Eh) = -628.56578

The geometry in ORCA input format:
```
! wB97M-V def2-TZVPD RIJCOSX def2/J DEFGRID3
* xyz 0 1
H 1.0022 2.1282 1.9593
N 0.8664 2.1148 0.9508
C 0.2365 1.1351 0.4934
C -0.0444 0.9836 -0.9707
C -0.1049 -0.5129 -1.2515
C -0.9613 -1.1247 -0.1448
P -0.4168 -0.3444 1.4592
O 1.0630 -1.0636 1.6131
H -1.0162 1.4437 -1.1758
H 0.7123 1.5025 -1.5574
H -0.5213 -0.7238 -2.2378
H 0.9030 -0.9297 -1.2048
H -2.0158 -0.8784 -0.2921
H -0.8690 -2.2107 -0.0914
H 1.1663 -1.5196 2.4504
*
```

Partial charges, Mulliken, in e: atom 1 (H): 0.272, atom 2 (N): -0.648, atom 3 (C): 0.388, atom 4 (C): -0.464, atom 5 (C): -0.589, atom 6 (C): -0.696, atom 7 (P): 0.007, atom 8 (O): -0.504, atom 9 (H): 0.260, atom 10 (H): 0.281, atom 11 (H): 0.326, atom 12 (H): 0.309, atom 13 (H): 0.378, atom 14 (H): 0.360, atom 15 (H): 0.320

=====

No. 2
This record from OMol25 describes the ion C4H8NOS with charge -1. The level of theory is wB97M-V/def2-TZVPD.

Output
- SMILES = C[C@@H](C[S-])NC=O
- LUMO energy (eV) = 3.761
- highest occupied orbital energy (eV) = -2.686
- Kohn-Sham gap (eV) = 6.4
- DFT total energy (Eh) = -685.42837

The geometry in ORCA input format:
```
! wB97M-V def2-TZVPD RIJCOSX def2/J DEFGRID3
* xyz -1 1
C 1.0685 0.7144 -1.3756
C 0.5930 0.2084 0.0535
C -0.8495 0.6022 0.2482
S -0.8639 2.3994 0.7240
N 0.9040 -1.2497 0.0355
C -0.0779 -2.1605 -0.2890
O -0.0503 -3.3206 0.0476
H 0.2000 1.1595 -1.8926
H 1.6834 1.6090 -1.2809
H 1.5330 -0.0620 -1.9645
H 1.1452 0.7439 0.8266
H -1.3659 0.1162 1.0906
H -1.4729 0.4501 -0.6350
H 1.6087 -1.5641 0.6776
H -0.8217 -1.6665 -0.9237
*
```

Partial charges, Mulliken, in e: atom 1 (C): -1.219, atom 2 (C): 0.211, atom 3 (C): -1.109, atom 4 (S): -0.627, atom 5 (N): -0.175, atom 6 (C): 0.056, atom 7 (O): -0.611, atom 8 (H): 0.257, atom 9 (H): 0.284, atom 10 (H): 0.434, atom 11 (H): 0.369, atom 12 (H): 0.283, atom 13 (H): 0.325, atom 14 (H): 0.233, atom 15 (H): 0.289

=====

No. 3
This record from OMol25 describes the ion C4H8NOS with charge -1. The level of theory is wB97M-V/def2-TZVPD.

Output
- SMILES = CNC(=O)CC[S-]
- LUMO energy (eV) = 3.799
- highest occupied orbital energy (eV) = -2.768
- Kohn-Sham gap (eV) = 6.6
- DFT total energy (Eh) = -685.39054

The geometry in ORCA input format:
```
! wB97M-V def2-TZVPD RIJCOSX def2/J DEFGRID3
* xyz -1 1
C 0.8377 -1.6366 0.7823
N -0.5484 -1.4557 0.2182
C -1.0570 -0.4040 -0.5254
O -2.2179 -0.5567 -0.9657
C -0.1603 0.7823 -1.0147
C 0.1470 1.8243 0.0862
S 1.9752 1.7999 0.4152
H 0.9196 -2.6196 1.2043
H 1.5795 -1.1582 0.0868
H 1.0445 -0.8733 1.5871
H -1.3094 -1.6518 0.9055
H 0.7172 0.4691 -1.6719
H -1.0583 1.1691 -1.7272
H -0.4945 1.6120 1.0116
H -0.3749 2.6992 -0.3923
*
```

Partial charges, Mulliken, in e: atom 1 (C): -0.720, atom 2 (N): -0.258, atom 3 (C): 0.359, atom 4 (O): -0.661, atom 5 (C): -0.496, atom 6 (C): -0.694, atom 7 (S): -0.612, atom 8 (H): 0.314, atom 9 (H): 0.259, atom 10 (H): 0.252, atom 11 (H): 0.232, atom 12 (H): 0.327, atom 13 (H): 0.206, atom 14 (H): 0.225, atom 15 (H): 0.266

=====

No. 4
This record from OMol25 describes a cluster of 2 separate species, C4H8NOS in total. The level of theory is wB97M-V/def2-TZVPD.

Output
- LUMO energy (spin up / spin down) (eV) = -1.390 / -1.687
- highest occupied orbital energy (spin up / spin down) (eV) = -9.145 / -9.175
- Kohn-Sham gap (spin up / spin down) (eV) = 7.8 / 7.5
- DFT total energy (Eh) = -685.23872

The geometry in ORCA input format:
```
! wB97M-V def2-TZVPD RIJCOSX def2/J DEFGRID3
* xyz 0 2
C -0.4325 1.4121 -0.1643
C -2.0587 -0.3277 0.9951
S -1.9662 -2.0111 1.0150
C 0.7365 1.1424 -0.9375
N 1.6735 0.1182 -0.6614
C 1.3627 -1.0664 0.1215
O 1.0944 1.9032 -1.8443
H -0.9084 0.4701 0.2922
H -1.0029 2.2256 -0.5661
H -2.8639 0.1690 0.4701
H -1.8412 0.0601 1.9928
H 2.1948 -0.0437 -1.5027
H 0.5151 -1.5463 -0.3615
H 2.2136 -1.7627 -0.0013
H 1.2832 -0.7428 1.1524
*
```

Partial charges, Mulliken, in e: atom 1 (C): -0.620, atom 2 (C): -0.465, atom 3 (S): -0.166, atom 4 (C): 0.659, atom 5 (N): -0.245, atom 6 (C): -0.777, atom 7 (O): -0.600, atom 8 (H): 0.007, atom 9 (H): 0.376, atom 10 (H): 0.353, atom 11 (H): 0.333, atom 12 (H): 0.270, atom 13 (H): 0.261, atom 14 (H): 0.316, atom 15 (H): 0.296

=====

No. 5
This record from OMol25 describes the molecule C4H8NPS. The level of theory is wB97M-V/def2-TZVPD.

Output
- LUMO energy (spin up / spin down) (eV) = 0.818 / -2.131
- highest occupied orbital energy (spin up / spin down) (eV) = -5.782 / -9.020
- Kohn-Sham gap (spin up / spin down) (eV) = 6.6 / 6.9
- DFT total energy (Eh) = -951.32876

The geometry in ORCA input format:
```
! wB97M-V def2-TZVPD RIJCOSX def2/J DEFGRID3
* xyz 0 3
C 0.8774 -0.7753 -0.5816
C 1.6465 1.1583 0.8052
C 0.7182 0.9015 2.0298
C -1.7219 -1.3436 -1.2808
N 1.5073 0.1936 -0.3030
P -0.3844 -2.0386 -0.3302
S -1.0834 0.7643 1.6476
H 1.3130 2.2103 0.3712
H 2.7652 1.1773 1.0943
H 0.8359 -0.0199 2.6804
H 1.0442 1.7936 2.6906
H -2.2259 -2.2767 -1.7191
H -1.5022 -0.7260 -2.1578
H -2.4278 -0.7073 -0.7705
H 0.2594 -2.9736 -1.3142
*
```

Partial charges, Mulliken, in e: atom 1 (C): 0.190, atom 2 (C): -0.339, atom 3 (C): -0.596, atom 4 (C): -0.854, atom 5 (N): -0.355, atom 6 (P): -0.098, atom 7 (S): -0.078, atom 8 (H): 0.259, atom 9 (H): 0.283, atom 10 (H): 0.317, atom 11 (H): 0.314, atom 12 (H): 0.286, atom 13 (H): 0.327, atom 14 (H): 0.291, atom 15 (H): 0.053

=====

No. 6
This record from OMol25 describes the ion C4H8NS with charge +1. The level of theory is wB97M-V/def2-TZVPD.

Output
- LUMO energy (eV) = -4.637
- highest occupied orbital energy (eV) = -14.457
- Kohn-Sham gap (eV) = 9.8
- DFT total energy (Eh) = -609.79432

The geometry in ORCA input format:
```
! wB97M-V def2-TZVPD RIJCOSX def2/J DEFGRID3
* xyz 1 1
C 2.0297 1.0921 0.3063
C -1.3699 0.4748 -0.9390
C -0.3535 0.9659 0.0535
C -0.2466 -1.8808 0.3671
N 0.9069 0.4100 0.1676
S -1.5344 -0.5450 0.5935
H 3.0027 0.6566 0.3917
H 1.8496 2.2092 0.1675
H -2.2862 1.1830 -0.9345
H -1.1951 0.0856 -1.8631
H -0.5558 1.8180 0.5781
H 0.7074 -1.6066 -0.0100
H -0.7897 -2.6288 -0.2506
H -0.1653 -2.2341 1.3719
*
```

Partial charges, Mulliken, in e: atom 1 (C): -0.248, atom 2 (C): -0.573, atom 3 (C): -0.042, atom 4 (C): -0.795, atom 5 (N): -0.316, atom 6 (S): 0.169, atom 7 (H): 0.304, atom 8 (H): 0.207, atom 9 (H): 0.280, atom 10 (H): 0.380, atom 11 (H): 0.559, atom 12 (H): 0.344, atom 13 (H): 0.376, atom 14 (H): 0.355

=====

No. 7
This record from OMol25 describes the ion C4H8O with charge -1. The level of theory is wB97M-V/def2-TZVPD.

Output
- LUMO energy (spin up / spin down) (eV) = 4.255 / 4.082
- highest occupied orbital energy (spin up / spin down) (eV) = 1.885 / -2.885
- Kohn-Sham gap (spin up / spin down) (eV) = 2.4 / 7.0
- DFT total energy (Eh) = -232.32756

The geometry in ORCA input format:
```
! wB97M-V def2-TZVPD RIJCOSX def2/J DEFGRID3
* xyz -1 2
C -2.1820 0.4128 0.2080
C 1.5556 -0.5248 -0.1748
O 2.5621 0.2453 -0.7731
C 0.2984 0.3103 -0.0744
C -0.8175 -0.1289 0.4986
H -2.8602 0.4190 1.0668
H -2.0609 1.4894 0.0041
H -2.6528 0.0016 -0.6834
H 1.3309 -1.4245 -0.7492
H 1.8027 -0.8670 0.8399
H 3.4393 0.0438 -0.3814
H 0.3100 1.0999 -0.8185
H -0.7257 -1.0770 1.0372
*
```

Partial charges, Mulliken, in e: atom 1 (C): -1.029, atom 2 (C): -0.331, atom 3 (O): -0.553, atom 4 (C): -0.631, atom 5 (C): -0.234, atom 6 (H): 0.290, atom 7 (H): 0.264, atom 8 (H): 0.130, atom 9 (H): 0.179, atom 10 (H): 0.147, atom 11 (H): 0.296, atom 12 (H): 0.159, atom 13 (H): 0.311

=====

No. 8
This record from OMol25 describes the molecule C4H8O. The level of theory is wB97M-V/def2-TZVPD.

Output
- SMILES = CC[C@@H]1CO1
- LUMO energy (eV) = 1.226
- highest occupied orbital energy (eV) = -10.314
- Kohn-Sham gap (eV) = 11.5
- DFT total energy (Eh) = -232.38229

The geometry in ORCA input format:
```
! wB97M-V def2-TZVPD RIJCOSX def2/J DEFGRID3
* xyz 0 1
C 0.3597 1.4531 0.8654
C 0.7103 0.4152 -0.2264
C -0.0690 -0.8400 0.1020
C -0.9303 -1.4324 -0.9333
O -1.4556 -0.6437 0.1379
H 1.0237 1.1756 1.7279
H -0.7678 1.3773 1.1556
H 0.5348 2.5761 0.6302
H 0.4877 0.7548 -1.3060
H 1.7955 0.1136 -0.2409
H 0.3970 -1.4651 0.9242
H -1.1405 -2.4723 -0.8756
H -0.9455 -1.0121 -1.9610
*
```

Partial charges, Mulliken, in e: atom 1 (C): -0.931, atom 2 (C): -0.521, atom 3 (C): 0.181, atom 4 (C): -0.462, atom 5 (O): -0.394, atom 6 (H): 0.252, atom 7 (H): 0.253, atom 8 (H): 0.288, atom 9 (H): 0.254, atom 10 (H): 0.291, atom 11 (H): 0.309, atom 12 (H): 0.270, atom 13 (H): 0.211